1.
The following is a DFT calculation (ωB97M-V/def2-TZVPD) of a single C3H4Cl2 molecule in a non-equilibrium geometry.

XYZ file:
```
9
Properties=species:S:1:pos:R:3:forces:R:3:lowdin_charge:R:1
H 2.26020 -0.09488 -0.12402 -0.250 0.919 0.356 0.072
H -3.46446 -0.11417 -1.02861 1.409 -0.444 0.781 -0.013
Cl -2.45367 -0.99105 0.99909 -0.191 0.201 0.195 0.415
H 0.92609 1.23105 0.51397 1.239 -1.378 -1.183 0.140
C -2.61797 -0.83519 -0.72417 -0.777 0.109 -0.496 -0.837
Cl -1.06863 -0.00729 -1.51990 0.112 0.184 -0.506 0.790
H 0.72944 -0.45049 0.77160 0.374 0.205 -0.859 0.078
C 1.20945 0.21297 -0.00700 -1.301 0.021 2.851 -0.233
C 0.59015 0.21394 -1.30226 -0.615 0.183 -1.138 -0.412
```
Forces are in eV/Å.

The value obtained for the lowest unoccupied orbital energy (spin up / spin down) is -0.99 / -0.99 eV. The calculation puts the largest force on an atom at 3.13 eV Å⁻¹. The value obtained for the relative energy (zero: lowest compared OMol25 entry of this formula, charge and spin) is 694.5 kJ/mol. For the total energy, the calculation gives -1036.8072 hartree. As for the gap between HOMO and LUMO (spin up / spin down): 6.85 / 6.84 eV.

***

2.
The following is a DFT calculation (ωB97M-V/def2-TZVPD) of 2 unconnected molecules or ions with the total composition C3H4Cl2 in a non-equilibrium geometry.

XYZ file:
```
9
Properties=species:S:1:pos:R:3:forces:R:3:lowdin_charge:R:1
Cl 2.28096 -1.13990 -0.27807 0.286 -0.165 -0.062 0.689
H 0.10585 0.76267 1.93753 -0.165 0.013 -1.257 0.108
H 0.50541 1.92906 -0.96673 0.894 1.643 -0.589 0.051
C 0.33278 0.63733 0.85920 1.224 -0.805 -0.042 -0.050
Cl -1.50137 -1.98045 -0.16463 2.935 -0.753 -2.089 0.438
C 0.21312 0.98790 -0.63955 -1.001 -1.462 0.530 -0.153
C 1.12250 0.03423 0.01047 -0.770 0.906 1.235 -0.820
H -0.58385 0.56709 -1.24955 -0.328 0.049 0.219 0.053
H -2.47539 -1.79795 0.49132 -3.076 0.576 2.055 -0.317
```
Forces are in eV/Å.

The value obtained for the lowest unoccupied orbital energy is 0.85 eV. The calculation puts the largest force on an atom at 3.74 eV Å⁻¹. The value obtained for the relative energy (zero: lowest compared OMol25 entry of this formula, charge and spin) is 235.0 kJ/mol. Its SMILES is ClC1=CC1.Cl. For the total energy, the calculation gives -1036.9822 hartree. As for the gap between HOMO and LUMO: 9.98 eV.

***

3.
The following is a DFT calculation (ωB97M-V/def2-TZVPD) of a single C3H4Cl2N2O molecule in a non-equilibrium geometry.

XYZ file:
```
12
Properties=species:S:1:pos:R:3:forces:R:3:lowdin_charge:R:1
Cl -0.14862 -2.50844 0.24550 -0.213 -1.198 -0.167 0.695
O -1.52602 1.82749 -0.09376 -1.193 1.315 0.051 0.092
H 0.56355 0.94009 1.87959 -1.337 -0.179 -1.418 0.150
C 0.07556 0.33639 1.04597 -0.685 0.083 1.583 -0.200
H -0.54580 -0.48305 1.48675 0.563 0.771 0.281 0.095
C -0.87722 0.83516 -0.08288 1.736 -0.892 -0.267 -0.540
H -0.98149 -0.12014 -1.97839 -0.822 0.615 -2.069 0.084
N 1.11340 -0.34956 0.37641 3.456 0.251 0.534 -0.583
N -0.78644 -0.14190 -1.03514 3.262 -2.513 2.456 0.126
H 1.12753 -1.52337 -1.37801 1.496 -0.237 -1.977 0.064
Cl 2.34471 0.75740 -0.24986 -0.672 -0.473 0.049 0.667
C 0.58767 -1.15757 -0.59020 -5.590 2.458 0.943 -0.651
```
Forces are in eV/Å.

The value obtained for the lowest unoccupied orbital energy is 0.16 eV. The calculation puts the largest force on an atom at 6.18 eV Å⁻¹. The value obtained for the relative energy (zero: lowest compared OMol25 entry of this formula, charge and spin) is 19.4 kJ/mol. Its SMILES is O=C1CN(Cl)[C@@H](Cl)N1. For the total energy, the calculation gives -1221.7700 hartree. As for the gap between HOMO and LUMO: 9.58 eV.

***

4.
The following is a DFT calculation (ωB97M-V/def2-TZVPD) of a single C3H4Cl2N4 molecule in a non-equilibrium geometry.

XYZ file:
```
13
Properties=species:S:1:pos:R:3:forces:R:3:lowdin_charge:R:1
C 1.61044 -0.05077 -0.29264 0.941 -0.428 -0.655 -0.730
C -1.28380 0.26665 0.04170 1.737 -1.217 -2.192 -0.830
H -2.68000 -0.93804 -0.79841 0.118 0.058 0.063 0.095
N 1.46089 0.75987 0.83089 0.612 0.190 -0.119 -0.047
H 0.71661 -1.24527 -1.82503 0.195 -0.186 -0.176 0.033
H 2.32364 1.04695 1.28277 -0.411 -0.052 0.082 0.119
N -2.21488 -0.71945 0.06802 -0.052 0.210 0.209 0.074
C 0.66138 -0.56572 -1.00000 -2.050 0.792 1.027 -0.018
Cl -1.63095 1.49998 -1.15162 -0.068 0.045 0.112 0.684
N -0.76259 0.70007 1.20148 -0.764 -0.121 0.879 -0.009
Cl 3.43453 -0.26460 -0.57580 -0.744 0.126 0.171 0.498
H -2.03342 -1.49398 0.68779 0.024 0.085 -0.007 0.112
N 0.39815 1.00432 1.53086 0.461 0.499 0.608 0.018
```
Forces are in eV/Å.

The value obtained for the lowest unoccupied orbital energy (spin up / spin down) is -0.07 / -0.07 eV. The calculation puts the largest force on an atom at 3.05 eV Å⁻¹. The value obtained for the relative energy (zero: lowest compared OMol25 entry of this formula, charge and spin) is 253.6 kJ/mol. For the total energy, the calculation gives -1255.9590 hartree. As for the gap between HOMO and LUMO (spin up / spin down): 8.07 / 8.07 eV.

***

5.
The following is a DFT calculation (ωB97M-V/def2-TZVPD) of a single C3H4Cl2S molecule in a non-equilibrium geometry.

XYZ file:
```
10
Properties=species:S:1:pos:R:3:forces:R:3:lowdin_charge:R:1
C -0.00514 -0.12873 0.84121 -0.856 4.397 -1.411 -0.469
H -0.17937 -1.08014 1.01572 -0.892 -4.727 0.522 0.002
S 1.51681 0.29601 1.74467 0.069 0.229 -0.161 0.809
H 0.29266 -0.20639 -1.49404 0.186 -0.110 0.726 0.111
C 2.16720 0.00226 0.05627 -2.010 0.674 -1.024 -1.442
H 0.57464 1.35626 -0.53407 -0.047 -1.488 -0.501 0.092
C 0.59822 0.21847 -0.52096 2.514 0.990 1.072 -0.273
H -0.98279 0.42507 0.94702 1.242 -0.239 0.633 0.108
Cl 3.17453 1.30841 -0.62101 0.315 -0.412 0.242 0.538
Cl 2.97932 -1.59030 -0.13505 -0.521 0.685 -0.098 0.525
```
Forces are in eV/Å.

The value obtained for the lowest unoccupied orbital energy is 0.63 eV. The calculation puts the largest force on an atom at 4.84 eV Å⁻¹. The value obtained for the relative energy (zero: lowest compared OMol25 entry of this formula, charge and spin) is 71.0 kJ/mol. Its SMILES is ClC1(Cl)CCS1. For the total energy, the calculation gives -1435.2316 hartree. As for the gap between HOMO and LUMO: 10.02 eV.

***

6.
The following is a DFT calculation (ωB97M-V/def2-TZVPD) of a single C3H4Cl4Si2 molecule in a non-equilibrium geometry.

XYZ file:
```
13
Properties=species:S:1:pos:R:3:forces:R:3:lowdin_charge:R:1
Cl 2.88499 -0.38423 -0.79865 0.221 0.172 -0.907 0.374
H 0.19199 -1.99077 -1.38932 -1.312 -0.238 0.740 -0.035
Cl 2.99700 2.67337 0.44859 -0.995 -1.151 -0.333 0.302
H -2.07934 1.44862 -0.04718 1.127 -0.729 0.290 0.090
Si -0.96247 -0.96857 0.56264 -0.633 -0.113 -1.456 -0.175
C -1.09231 0.91076 0.06973 0.975 -0.606 -0.480 -0.234
Cl -2.39463 -1.29524 2.02910 0.413 0.102 -0.306 0.266
H -1.32358 -3.00191 -0.82559 0.003 -0.247 -0.061 -0.062
Cl 1.02140 -0.59261 1.64033 0.526 1.087 0.060 0.275
C -0.72920 -2.11151 -0.74043 0.936 1.355 0.394 -0.286
C 0.02538 1.60130 -0.35532 -2.000 -0.637 0.912 -0.358
H -0.28265 2.61274 -0.47550 0.844 1.073 -0.851 0.042
Si 1.74341 1.09805 -0.11842 -0.106 -0.068 1.998 -0.200
```
Forces are in eV/Å.

The value obtained for the lowest unoccupied orbital energy is -1.29 eV. The calculation puts the largest force on an atom at 2.29 eV Å⁻¹. The value obtained for the relative energy (zero: lowest compared OMol25 entry of this formula, charge and spin) is 0.0 kJ/mol. For the total energy, the calculation gives -2536.5358 hartree. As for the gap between HOMO and LUMO: 5.70 eV.

***

7.
The following is a DFT calculation (ωB97M-V/def2-TZVPD) of 2 unconnected molecules or ions with the total composition C3H4ClF in a non-equilibrium geometry.

XYZ file:
```
9
Properties=species:S:1:pos:R:3:forces:R:3:lowdin_charge:R:1
C -0.78657 -0.26899 0.03203 0.571 0.448 0.981 0.008
C -1.56419 -0.77881 -0.87350 -1.145 0.001 0.264 -0.675
H -2.61447 -1.09030 -0.60793 1.137 0.159 -0.547 0.077
H 0.82556 1.40909 1.09687 0.823 0.094 -0.802 0.045
C 1.72517 0.93483 0.67578 0.176 -1.255 0.036 -0.026
Cl -1.17730 -0.91623 -2.59480 -0.093 -0.004 0.750 0.533
H 2.12642 0.73354 -0.33481 -0.810 0.859 0.525 0.073
H -0.73623 0.01010 1.10835 -0.488 -0.681 -1.309 0.051
F 2.20160 -0.03323 1.49801 -0.171 0.380 0.101 -0.086
```
Forces are in eV/Å.

The value obtained for the lowest unoccupied orbital energy (spin up / spin down) is -0.64 / 0.35 eV. The calculation puts the largest force on an atom at 1.55 eV Å⁻¹. The value obtained for the relative energy (zero: lowest compared OMol25 entry of this formula, charge and spin) is 475.4 kJ/mol. For the total energy, the calculation gives -676.5604 hartree. As for the gap between HOMO and LUMO (spin up / spin down): 8.10 / 9.81 eV.

***

8.
The following is a DFT calculation (ωB97M-V/def2-TZVPD) of a molecular structure, C3H4ClF in a non-equilibrium geometry.

XYZ file:
```
9
Properties=species:S:1:pos:R:3:forces:R:3:lowdin_charge:R:1
Cl -2.36700 0.33986 0.09153 0.263 -0.432 -0.460 0.565
H 0.44227 1.00681 1.59457 0.106 -1.375 -2.418 0.172
H -0.06863 -1.40453 0.84529 0.080 -0.336 -0.527 0.120
H -0.53406 0.37315 -1.61177 -0.836 0.300 0.178 0.080
C -0.83729 -0.03392 -0.65105 1.912 2.000 1.682 -0.561
F 1.53702 1.21128 -0.17147 0.708 0.331 -0.058 -0.005
C 0.65944 0.50434 0.55376 -2.030 1.762 -0.074 -0.189
H 0.90884 -1.23159 -0.66649 0.988 -0.697 -0.625 0.104
C 0.25940 -0.76541 0.01562 -1.191 -1.553 2.303 -0.287
```
Forces are in eV/Å.

The value obtained for the lowest unoccupied orbital energy is 1.03 eV. The calculation puts the largest force on an atom at 3.24 eV Å⁻¹. The value obtained for the relative energy (zero: lowest compared OMol25 entry of this formula, charge and spin) is 230.6 kJ/mol. For the total energy, the calculation gives -676.6537 hartree. As for the gap between HOMO and LUMO: 8.99 eV.

***

9.
The following is a DFT calculation (ωB97M-V/def2-TZVPD) of a molecular structure, C3H4ClF in a non-equilibrium geometry.

XYZ file:
```
9
Properties=species:S:1:pos:R:3:forces:R:3:lowdin_charge:R:1
F 1.94922 1.13458 0.15416 0.085 0.119 -0.021 -0.046
C 0.86706 1.05575 -0.62616 -2.885 -3.150 1.597 -0.686
Cl 1.25236 0.48430 -2.22168 0.030 0.081 -0.070 0.621
H -1.50263 -1.80924 -0.37917 -0.108 -0.215 -0.069 0.046
H 0.30514 1.98425 -0.62808 0.141 -0.024 -0.119 0.076
H -1.46389 -1.57947 1.45492 -0.206 -0.163 0.179 0.051
C -1.14157 -1.27435 0.47941 -3.797 -4.723 -1.108 -0.053
H 0.00721 0.21153 1.36201 0.145 0.085 0.066 0.049
C -0.27291 -0.20735 0.40459 6.594 7.990 -0.453 -0.057
```
Forces are in eV/Å.

As for the multiplicity: 3. The value obtained for the lowest unoccupied orbital energy (spin up / spin down) is 0.94 / -2.21 eV. The calculation puts the largest force on an atom at 10.37 eV Å⁻¹. The value obtained for the relative energy (zero: lowest compared OMol25 entry of this formula, charge and spin) is 271.3 kJ/mol. For the total energy, the calculation gives -676.5028 hartree. As for the gap between HOMO and LUMO (spin up / spin down): 6.90 / 7.77 eV. The expectation value of S² is 2.018.

***

10.
The following is a DFT calculation (ωB97M-V/def2-TZVPD) of 2 unconnected molecules or ions with the total composition C3H4ClF2O4S in a non-equilibrium geometry.

XYZ file:
```
15
Properties=species:S:1:pos:R:3:forces:R:3:lowdin_charge:R:1
C 0.83081 0.54276 0.90162 1.153 0.235 1.771 -0.151
Cl -2.84491 -1.72049 -2.61255 0.004 0.131 -0.286 0.555
O 0.35270 -2.66317 -0.08111 0.158 -0.051 0.279 -0.345
O 0.14776 -3.85089 -2.21902 -0.643 1.466 0.589 -0.352
H -0.42875 -0.13905 -0.67534 0.235 -0.421 1.340 0.085
H 1.58363 0.82622 0.18031 -0.241 0.434 -0.581 0.115
H 1.31361 -0.24750 1.47652 -0.724 -0.995 -0.733 0.120
O 0.34626 -1.38617 -2.13238 0.128 0.477 -0.822 -0.366
O -2.49723 -2.64815 -0.22786 -1.046 -0.409 1.824 0.037
F 0.86315 1.52829 1.93002 -0.560 0.479 -0.423 -0.107
H -1.25078 -0.27871 0.97080 0.686 0.342 -0.119 0.129
C -0.53531 0.29455 0.34984 -0.933 -0.187 -1.866 -0.167
F -1.18968 1.49715 -0.02378 0.281 0.354 0.793 -0.090
C -1.93692 -2.37508 -1.19879 1.710 -0.150 -1.877 -0.843
S -0.04040 -2.59975 -1.46973 -0.208 -1.707 0.110 0.380
```
Forces are in eV/Å.

As for the charge: -1. The value obtained for the lowest unoccupied orbital energy is 3.38 eV. The calculation puts the largest force on an atom at 2.54 eV Å⁻¹. The value obtained for the relative energy (zero: lowest compared OMol25 entry of this formula, charge and spin) is 9.3 kJ/mol. For the total energy, the calculation gives -1475.8566 hartree. As for the gap between HOMO and LUMO: 9.70 eV.